The following is a quantum chemistry calculation of 19 unconnected molecules or ions with the total composition C81H212N12O25 in a non-equilibrium geometry, from the Open Molecules 2025 dataset.

Geometry as ORCA input:
```
! RIJCOSX wB97M-V def2-TZVPD def2/J DEFGRID3
* xyz 0 1
C 0.4271 0.6770 4.5958
C -1.0761 0.8977 4.6470
C -1.6680 0.5916 3.3494
O -1.5881 0.0686 5.6749
H 0.8130 0.9768 5.5573
H 0.9515 1.3256 3.8323
H 0.6566 -0.3716 4.4240
H -1.2489 1.9428 4.9031
H -2.6736 1.0003 3.2882
H -1.6733 -0.5041 3.2421
H -1.1217 0.9531 2.4884
H -2.5427 0.0355 5.6146
C -4.0457 -1.6055 1.3724
C -3.7446 -3.1140 1.1195
C -2.9357 -3.6960 2.2084
O -4.9616 -3.8670 1.0413
H -3.1890 -1.0067 1.7056
H -4.8455 -1.5576 2.1554
H -4.3432 -1.0935 0.4515
H -3.1306 -3.2415 0.2391
H -3.3331 -3.5118 3.2016
H -1.9450 -3.2814 2.1751
H -2.9650 -4.7839 2.1309
H -5.1822 -3.8717 0.0671
C -1.5224 7.7462 3.0291
C -0.9030 7.6499 1.7066
C 0.0782 8.7588 1.3378
O -0.3269 6.3584 1.5062
H -0.7892 7.7432 3.8620
H -2.1436 6.8581 3.2027
H -2.1714 8.6298 3.0770
H -1.7836 7.6742 1.0302
H -0.4386 9.7373 1.1800
H 0.4043 8.6347 0.3066
H 0.9292 8.8301 2.0110
H 0.5035 6.4509 1.0066
C 7.3093 -6.5692 -0.0842
C 6.5221 -5.2164 -0.0021
C 6.4958 -4.4460 -1.3423
O 5.2082 -5.3992 0.5024
H 7.2704 -7.0757 0.8800
H 8.3594 -6.5125 -0.3001
H 6.8496 -7.2396 -0.8014
H 7.0888 -4.5951 0.6991
H 6.0094 -5.1249 -2.0704
H 7.5241 -4.2240 -1.6834
H 5.9508 -3.4982 -1.3572
H 4.7694 -6.0252 -0.1117
C -0.6803 5.4486 -2.9424
C -1.1494 6.6741 -2.2746
C -0.4501 7.8692 -2.8163
O -2.5871 6.7828 -2.5583
H -0.8950 5.5362 -4.0053
H -1.2916 4.6125 -2.5798
H 0.3881 5.1750 -2.7765
H -1.0106 6.6163 -1.1748
H -0.5253 7.8514 -3.9144
H 0.6075 7.9583 -2.5884
H -0.9834 8.7619 -2.4379
H -2.9187 7.6636 -2.2839
C -0.7251 -0.1513 -1.8941
C -1.1457 -0.1483 -0.4335
C -0.3581 -1.1971 0.3020
O -0.8521 1.0822 0.2113
H 0.3470 0.0242 -1.9027
H -1.1318 0.7388 -2.3872
H -1.0259 -1.0788 -2.3933
H -2.2266 -0.3799 -0.2968
H -0.5121 -2.1914 -0.1916
H -0.6720 -1.2595 1.3380
H 0.7102 -0.9634 0.2245
H -1.5184 1.6845 -0.2035
C 3.3902 -1.6186 1.6606
C 3.1670 -2.9344 2.3911
C 2.3184 -3.9203 1.6013
O 4.4338 -3.4960 2.7096
H 2.4798 -0.9917 1.6608
H 3.5920 -1.7363 0.6049
H 4.2109 -1.0958 2.1755
H 2.6754 -2.6994 3.3457
H 2.2072 -4.8395 2.1865
H 2.7691 -4.1570 0.6268
H 1.3698 -3.4262 1.3469
H 4.7130 -4.1854 2.0936
C -2.8686 2.8681 -5.7408
C -2.3579 1.4305 -5.8642
C -3.3707 0.7102 -6.7413
O -3.0077 -0.6423 -7.0466
C -4.0052 -1.1535 -7.8708
N -1.0190 1.4038 -6.3250
H -2.2350 3.4347 -5.0367
H -3.9065 2.9248 -5.4562
H -2.7519 3.3318 -6.7270
H -2.2871 0.9657 -4.8899
H -3.4911 1.2796 -7.6750
H -4.3802 0.7222 -6.2253
H -4.9770 -1.2218 -7.3095
H -3.6129 -2.1246 -8.1643
H -4.0787 -0.5384 -8.7879
H -0.4048 1.7389 -5.5866
H -0.6702 0.4355 -6.4081
C -0.8101 -5.1742 -0.4228
C 0.1958 -6.2402 0.0533
C 0.1311 -6.4635 1.5443
O 1.2949 -7.1305 1.9530
C 1.3107 -7.5694 3.2653
N -0.0597 -7.5224 -0.6450
H -0.7570 -5.1548 -1.5248
H -0.7133 -4.2103 0.0845
H -1.8304 -5.4844 -0.2331
H 1.2005 -5.8509 -0.1663
H -0.7420 -7.0141 1.8572
H 0.0546 -5.5174 2.0736
H 1.0678 -6.7421 3.9675
H 2.3445 -7.8383 3.5278
H 0.5831 -8.3856 3.4228
H 0.0905 -7.5513 -1.6325
H 0.6022 -8.2398 -0.2773
C -0.0924 -3.4972 4.7444
C -0.4353 -3.6525 6.2485
C 0.0740 -5.0030 6.8122
O -0.2624 -6.1265 6.0784
C -1.6567 -6.4326 6.2258
N 0.0605 -2.5445 7.0878
H 1.0017 -3.5947 4.5823
H -0.3649 -2.5480 4.2969
H -0.5119 -4.3329 4.2179
H -1.5278 -3.6665 6.4122
H -0.3741 -5.1605 7.8273
H 1.1752 -5.0469 6.8910
H -2.2005 -5.4950 6.0369
H -1.8720 -6.7526 7.2338
H -1.8805 -7.1944 5.5081
H -0.2703 -2.7352 8.0723
H -0.2878 -1.6459 6.8368
C -0.0820 -3.8372 -5.4739
C 0.1734 -2.3630 -5.2988
C 1.3738 -2.1026 -4.4803
O 1.2199 -2.8030 -3.2728
C 2.2875 -2.5888 -2.3521
N 0.2715 -1.5806 -6.5625
H 0.7011 -4.3193 -6.0586
H -0.9851 -3.8876 -6.1122
H -0.2125 -4.3998 -4.5311
H -0.6135 -1.9950 -4.6214
H 1.4901 -0.9808 -4.3242
H 2.3393 -2.3900 -4.9602
H 3.2157 -2.8950 -2.7819
H 2.0506 -3.0556 -1.4027
H 2.3671 -1.5467 -2.1073
H -0.6128 -1.5945 -7.0810
H 1.0159 -2.0124 -7.1329
C 3.5011 -1.7347 5.8705
C 3.7040 -1.2671 7.2952
C 3.1028 0.0956 7.4823
O 3.5396 1.0105 6.5791
C 3.2023 2.3270 7.0511
N 3.1651 -2.1230 8.3273
H 2.4362 -1.9937 5.7694
H 4.0630 -2.6320 5.6459
H 3.7261 -0.9948 5.1217
H 4.7994 -1.1649 7.4379
H 3.3727 0.3448 8.5127
H 2.0012 -0.0101 7.4135
H 3.5622 2.4657 8.0820
H 2.1113 2.4395 7.0114
H 3.7023 3.0925 6.4584
H 2.2110 -2.4046 8.1189
H 3.6872 -2.9582 8.5171
C -6.3621 0.8153 2.9233
C -6.9461 2.1053 2.4491
C -7.0858 1.9983 0.9447
O -7.7917 3.1183 0.4211
C -8.2019 2.8793 -0.9278
N -8.2747 2.4117 3.0719
H -6.7791 -0.0718 2.4022
H -6.3643 0.6686 3.9648
H -5.3212 0.7135 2.6063
H -6.3663 3.0189 2.6881
H -7.6991 1.1204 0.7686
H -6.0973 1.9135 0.4709
H -8.7305 1.9453 -1.0610
H -7.3623 2.7566 -1.6306
H -8.8302 3.7519 -1.1734
H -8.8997 1.5961 3.1439
H -8.7399 3.1631 2.5435
C 2.8592 7.2671 -1.0088
O 1.9867 6.4100 -0.3272
C 2.3770 5.0758 -0.7207
C 1.3140 4.1385 -0.1927
N 1.5916 2.7702 -0.7124
C 2.7325 2.1518 -0.0014
C 2.7190 2.1483 1.5355
O 3.9710 1.5773 1.9787
C 3.8881 1.5072 3.4105
H 2.9726 7.0861 -2.1203
H 3.8569 7.2362 -0.5873
H 2.4340 8.2541 -0.9557
H 3.3408 4.7276 -0.3276
H 2.3803 5.0630 -1.8265
H 0.3064 4.4221 -0.4909
H 1.3762 4.1898 0.8916
H 0.7647 2.2280 -0.4507
H 3.5963 2.7581 -0.2692
H 2.8160 1.1070 -0.3136
H 1.8914 1.5005 1.8701
H 2.5939 3.1689 1.9450
H 3.0805 0.8652 3.8228
H 3.6749 2.5432 3.7179
H 4.8723 1.1666 3.7194
C 5.1023 -0.3272 -1.6254
O 5.8465 -0.6793 -2.8293
C 5.1410 -0.3640 -4.0108
C 6.0186 -0.8707 -5.1936
N 6.2591 -2.2986 -5.0496
C 6.7008 -3.0589 -6.1939
C 5.6447 -3.4002 -7.2515
O 4.8728 -4.5738 -7.0402
C 3.8557 -4.4229 -6.1350
H 4.2534 -1.0003 -1.4413
H 4.7367 0.7172 -1.6851
H 5.7911 -0.4494 -0.7803
H 4.9542 0.7138 -4.1407
H 4.1845 -0.9076 -4.0023
H 6.9767 -0.3348 -5.1576
H 5.5545 -0.6646 -6.1576
H 6.6895 -2.5840 -4.1627
H 7.2916 -3.9248 -5.9700
H 7.4180 -2.4325 -6.7619
H 6.1338 -3.5857 -8.1860
H 4.9732 -2.5525 -7.3764
H 4.1481 -3.8726 -5.2408
H 3.5474 -5.4164 -5.8808
H 2.9391 -3.9390 -6.5037
C 1.8433 2.0979 -4.0879
O 2.0267 1.7248 -5.4651
C 3.1847 2.2634 -6.0847
C 3.0429 1.9861 -7.5374
N 3.1896 0.5825 -7.8840
C 2.7232 0.2858 -9.2529
C 3.1479 -1.0459 -9.7775
O 2.6841 -2.0984 -8.9077
C 3.0798 -3.3423 -9.4374
H 2.7365 1.9155 -3.4571
H 0.9984 1.4641 -3.7514
H 1.5124 3.1642 -3.9367
H 4.0599 1.8398 -5.6591
H 3.0794 3.3265 -5.9359
H 3.8395 2.5355 -8.0479
H 2.1195 2.4512 -7.9051
H 2.5247 0.0840 -7.2628
H 3.0311 1.1025 -9.8757
H 1.5811 0.3249 -9.2987
H 4.2333 -1.0857 -9.8763
H 2.6754 -1.1534 -10.7550
H 2.8322 -4.1009 -8.6927
H 4.1452 -3.3793 -9.5896
H 2.5117 -3.5742 -10.3430
C 1.2516 4.0034 4.8894
O 2.1599 4.9153 5.5284
C 1.3885 6.0002 6.0177
C 2.3194 6.5483 7.1709
N 2.3421 5.5546 8.1843
C 3.0735 5.9679 9.3797
C 2.9344 4.9268 10.4038
O 3.6248 3.7770 9.9508
C 3.4148 2.6373 10.7775
H 0.4083 3.6426 5.4986
H 1.8492 3.1302 4.7047
H 0.8970 4.4881 3.9654
H 0.4417 5.5569 6.4360
H 1.1369 6.7446 5.2216
H 1.8879 7.4610 7.5607
H 3.2449 6.8106 6.6787
H 2.7288 4.6908 7.8476
H 2.5770 6.9044 9.6093
H 4.1107 6.2417 9.1705
H 1.8506 4.7490 10.6271
H 3.3915 5.2832 11.3759
H 4.0023 1.8230 10.3393
H 2.3467 2.3456 10.7887
H 3.7096 2.8932 11.7952
C -3.4693 -2.0120 -4.1407
O -4.4450 -2.7791 -3.4682
C -3.8934 -3.9487 -2.9475
C -5.0864 -4.7971 -2.5033
N -5.8994 -4.0578 -1.6073
C -7.1653 -4.7283 -1.2829
C -7.9921 -3.9363 -0.2867
O -8.4631 -2.7799 -0.9155
C -9.0955 -1.8733 0.0725
H -3.9747 -1.2109 -4.6575
H -3.0222 -2.6527 -4.9159
H -2.6602 -1.5863 -3.5118
H -3.1756 -3.8015 -2.0998
H -3.3790 -4.5044 -3.7763
H -4.7173 -5.7049 -1.9786
H -5.6369 -5.1212 -3.4054
H -6.1281 -3.0830 -1.9103
H -6.9770 -5.6715 -0.7634
H -7.7800 -4.9026 -2.1965
H -7.3171 -3.7119 0.5370
H -8.8213 -4.5001 0.1689
H -9.5001 -1.0517 -0.5375
H -8.3217 -1.5317 0.7465
H -9.9088 -2.4684 0.5400
C -3.5140 3.8761 3.2180
O -4.2777 3.7062 2.0547
C -3.9318 4.4773 0.9420
C -2.7316 3.8338 0.2354
N -3.0315 2.5552 -0.4581
C -3.4859 2.7954 -1.8003
C -3.9579 1.4777 -2.4047
O -5.0081 0.9867 -1.5548
C -5.5006 -0.2884 -1.9628
H -3.8462 3.0813 3.9058
H -3.7765 4.8423 3.6524
H -2.4431 3.8993 3.0020
H -3.6305 5.5091 1.2792
H -4.7995 4.5249 0.2612
H -1.9185 3.6419 0.9027
H -2.3573 4.5192 -0.5229
H -3.7795 2.1187 0.0376
H -2.6086 3.0903 -2.3918
H -4.2768 3.4975 -1.8282
H -3.1517 0.7255 -2.4620
H -4.2814 1.6254 -3.4389
H -5.7286 -0.3730 -3.0415
H -6.4062 -0.4699 -1.3336
H -4.7487 -1.0448 -1.7053
*
```

Summary:
electronic energy	-5750.9960	a.u.